(1)
13
Properties=species:S:1:pos:R:3 method="wB97M-V/def2-TZVPD" homo_lumo_gap_ev=10.5069 total_charge=0 smiles="C=CN(C)C=O" de_lowest_kj_mol=140.6
C -0.16 1.47 -0.69
N -0.07 0.04 -0.41
C -0.69 -1.18 1.63
C 0.03 -0.28 0.98
C 0.69 -0.71 -1.29
O 1.27 -0.24 -2.24
H -0.77 1.91 0.10
H -0.66 1.62 -1.65
H 0.82 1.96 -0.72
H -0.42 -1.38 2.66
H -1.54 -1.70 1.18
H 0.80 0.30 1.50
H 0.70 -1.79 -1.05

(2)
13
Properties=species:S:1:pos:R:3 method="wB97M-V/def2-TZVPD" homo_lumo_gap_ev=10.5494 total_charge=0 smiles="C[C@H]1CN=CO1" de_lowest_kj_mol=247.2
C -1.71 0.76 0.25
C -0.65 -1.17 -0.15
C 0.40 0.33 -0.61
C 1.54 0.28 0.33
N -1.85 -0.51 0.30
O -0.58 1.33 -0.30
H -2.51 1.42 0.30
H -0.87 -1.97 -0.81
H -0.01 -1.34 0.74
H 0.83 0.32 -1.67
H 1.94 -0.72 0.16
H 1.15 0.32 1.34
H 2.33 0.95 0.11

(3)
13
Properties=species:S:1:pos:R:3 method="wB97M-V/def2-TZVPD" homo_lumo_gap_ev=11.6973 total_charge=0 smiles=CCOCC#N de_lowest_kj_mol=144.6
C -1.84 -0.78 0.16
C -0.56 -0.27 -0.46
O 0.14 0.50 0.51
C 1.30 1.09 0.01
C 2.30 0.11 -0.47
N 3.06 -0.66 -0.87
H -2.49 0.04 0.46
H -2.38 -1.40 -0.57
H -1.63 -1.40 1.04
H -0.77 0.35 -1.35
H 0.08 -1.11 -0.78
H 1.74 1.67 0.83
H 1.08 1.78 -0.82

(4)
13
Properties=species:S:1:pos:R:3 method="wB97M-V/def2-TZVPD" homo_lumo_gap_ev=10.4826 total_charge=0 de_lowest_kj_mol=227.1
C 2.12 0.36 0.37
N 1.36 -0.74 -0.31
C 0.14 -0.47 -0.26
C -1.29 -0.92 -0.61
C -1.65 0.41 0.09
O -0.29 0.68 0.34
H 1.59 1.24 0.78
H 2.82 0.75 -0.36
H 2.61 -0.10 1.23
H -1.66 -1.81 -0.10
H -1.56 -0.97 -1.67
H -2.03 1.22 -0.54
H -2.16 0.35 1.05

(5)
13
Properties=species:S:1:pos:R:3 method="wB97M-V/def2-TZVPD" homo_lumo_gap_ev=9.5851 total_charge=0 de_lowest_kj_mol=269.2
C -0.37 1.80 -0.01
C -0.03 0.42 -0.50
C 1.02 -0.27 -0.07
O 1.88 0.25 0.86
C -2.79 -2.32 0.31
N -1.66 -2.31 0.00
H -1.44 2.01 -0.14
H -0.12 1.92 1.05
H 0.19 2.56 -0.56
H -0.66 -0.04 -1.26
H -0.70 -2.11 -0.20
H 1.26 -1.27 -0.43
H 2.54 -0.42 1.10

(6)
13
Properties=species:S:1:pos:R:3 method="wB97M-V/def2-TZVPD" homo_lumo_gap_ev="7.0723 / 7.0732" total_charge=0 de_lowest_kj_mol=319.4
C -0.60 -1.55 -0.35
C 0.31 -0.36 -0.63
C -0.35 1.01 -0.69
N 0.07 1.59 0.51
C 0.99 0.91 1.13
O 1.27 -0.23 0.49
H -0.03 -2.48 -0.26
H -1.16 -1.38 0.58
H -1.32 -1.66 -1.17
H 0.93 -0.58 -1.51
H -0.20 2.52 0.80
H -1.43 1.05 -0.83
H 1.56 1.20 2.00

(7)
13
Properties=species:S:1:pos:R:3 method="wB97M-V/def2-TZVPD" homo_lumo_gap_ev="9.5429 / 6.2053" total_charge=+1 de_lowest_kj_mol=230.6 multiplicity=2
C -1.49 -0.02 -0.56
C -1.13 -0.86 0.47
N 0.28 -1.32 0.15
C 0.65 -0.77 -1.10
C -0.29 0.26 -1.47
H -2.54 0.11 -0.82
H -1.67 -1.53 1.10
H 0.53 -2.22 0.40
H 1.37 -1.20 -1.77
H -0.37 1.20 -2.16
H 1.20 1.45 1.24
H 0.69 2.58 1.98
O 1.55 2.15 1.87

(8)
13
Properties=species:S:1:pos:R:3 method="wB97M-V/def2-TZVPD" homo_lumo_gap_ev="11.1752 / 7.8655" total_charge=+1 de_lowest_kj_mol=37.5 multiplicity=2
C 0.05 2.16 -0.45
C -0.50 0.94 -0.90
N -0.14 -0.06 -0.04
C 0.76 0.41 0.85
C 0.73 1.84 0.71
H -0.12 3.19 -0.72
H -1.29 0.81 -1.62
H -0.50 -1.00 -0.16
H 1.47 -0.25 1.33
H 1.04 2.45 1.55
H -0.08 -3.11 -0.70
H -0.59 -4.08 0.30
O -0.82 -3.28 -0.14

(9)
14
Properties=species:S:1:pos:R:3 method="wB97M-V/def2-TZVPD" homo_lumo_gap_ev=11.4838 total_charge=0 smiles=C[C@](O)(C#N)CO de_lowest_kj_mol=167.8
C -1.61 0.26 -0.27
C 0.44 -0.91 -1.05
C 0.47 0.94 0.91
C -0.34 -0.19 0.26
N -2.63 0.53 -0.71
O 0.79 2.01 0.07
O -0.50 -1.16 1.27
H 1.44 -1.19 -0.74
H -0.14 -1.78 -1.35
H 0.47 -0.19 -1.86
H -0.15 1.36 1.72
H 1.36 0.49 1.37
H 1.46 1.72 -0.57
H -1.06 -1.88 0.95

(10)
14
Properties=species:S:1:pos:R:3 method="wB97M-V/def2-TZVPD" homo_lumo_gap_ev=9.9631 total_charge=0 smiles="CN1OCCC1=O" de_lowest_kj_mol=335.6
C -1.72 0.09 -1.17
C 1.50 0.56 0.02
C 1.05 -0.31 1.23
C -0.35 -0.75 0.64
H -1.62 0.00 -2.24
H -2.61 -0.55 -0.64
H -1.99 1.13 -0.83
H 2.42 0.05 -0.45
H 1.71 1.66 0.22
H 1.72 -1.13 1.37
H 1.04 0.12 2.31
N -0.41 -0.25 -0.62
O 0.42 0.79 -0.99
O -1.18 -1.42 1.16

(11)
14
Properties=species:S:1:pos:R:3 method="wB97M-V/def2-TZVPD" homo_lumo_gap_ev=10.7251 total_charge=0 smiles="C[C@@]1(C(N)=O)CO1" de_lowest_kj_mol=119.6
C 0.98 -1.27 0.21
C 0.33 0.06 -0.08
C 1.10 1.22 -0.50
O 0.35 0.46 -1.45
C -0.97 0.31 0.66
O -0.97 0.74 1.80
N -2.09 -0.05 -0.02
H 1.95 -1.34 -0.29
H 1.12 -1.39 1.29
H 0.34 -2.09 -0.15
H 0.72 2.22 -0.29
H 2.18 1.14 -0.58
H -2.98 0.17 0.41
H -2.05 -0.20 -1.01

(12)
14
Properties=species:S:1:pos:R:3 method="wB97M-V/def2-TZVPD" homo_lumo_gap_ev=10.6631 total_charge=0 smiles="O=CCCNC=O" de_lowest_kj_mol=108.9
O 2.49 1.75 0.87
C 1.88 0.71 0.79
N 0.61 0.55 1.28
C -0.27 -0.46 0.75
C -1.12 0.04 -0.42
C -1.87 -1.07 -1.12
O -1.50 -1.58 -2.14
H 2.31 -0.20 0.36
H 0.14 1.40 1.56
H -0.88 -0.96 1.51
H 0.30 -1.33 0.39
H -0.54 0.60 -1.15
H -1.89 0.73 -0.04
H -2.83 -1.37 -0.65